# 1
Formula: C15H29Br2ClO12S
Source: the Open Molecules 2025 dataset
Level of theory: ωB97M-V with the def2-TZVPD basis set

Summary:
max |F| = 0.0332 hartree/bohr
charge = 0
spin multiplicity = 1
E_tot = -7498.1815 hartree

Atoms and positions in Å:
C -3.424 -3.374 2.751
C -3.799 -2.133 1.987
Br -2.102 -1.279 1.437
C -4.596 -1.054 2.726
Br -4.316 -1.043 4.656
O -5.976 -0.992 2.373
S -6.955 -2.295 2.428
O -6.586 -3.098 3.531
O -6.441 -3.261 1.127
Cl -7.695 -3.431 0.023
H -4.281 -3.859 3.198
H -2.662 -3.161 3.480
H -2.985 -4.072 2.048
H -4.266 -2.369 1.049
H -4.207 -0.097 2.441
C -7.736 1.980 1.196
C -6.530 2.096 0.290
O -6.257 3.458 -0.069
C -5.623 4.172 0.862
O -5.240 3.767 1.929
O -5.465 5.411 0.395
C -4.831 6.311 1.309
H -8.604 2.465 0.747
H -7.973 0.932 1.376
H -7.555 2.460 2.157
H -6.714 1.582 -0.651
H -5.645 1.650 0.744
H -3.890 5.903 1.669
H -5.491 6.522 2.149
H -4.643 7.226 0.756
C 3.957 -1.374 -2.652
C 3.202 -0.499 -3.630
O 1.858 -0.961 -3.835
C 0.991 -0.639 -2.875
O 1.226 0.019 -1.895
O -0.194 -1.158 -3.199
C -1.221 -0.930 -2.229
H 3.921 -2.417 -2.968
H 4.999 -1.061 -2.586
H 3.521 -1.317 -1.656
H 3.670 -0.538 -4.612
H 3.192 0.542 -3.308
H -1.306 0.127 -1.989
H -1.020 -1.502 -1.326
H -2.150 -1.277 -2.673
C 10.148 0.605 1.286
C 9.549 -0.782 1.186
O 8.502 -0.839 0.205
C 8.907 -0.920 -1.061
O 10.046 -0.979 -1.444
O 7.823 -0.937 -1.840
C 8.108 -0.962 -3.241
H 9.367 1.343 1.470
H 10.870 0.645 2.102
H 10.657 0.878 0.363
H 9.074 -1.057 2.125
H 10.307 -1.531 0.961
H 8.792 -1.769 -3.491
H 8.528 -0.007 -3.555
H 7.162 -1.123 -3.750

# 2
Formula: C3H9NO
Source: the Open Molecules 2025 dataset
Level of theory: ωB97M-V with the def2-TZVPD basis set

Summary:
SMILES = NC=O.CC
energy above the lowest of the compared OMol25 structures with the same formula, charge and spin = 0.4613 eV
max |F| = 0.0147 hartree/bohr
charge = 0
spin multiplicity = 1

Atoms and positions in Å:
C 0.870 0.088 1.516
C 2.008 -0.505 0.678
H 0.244 -0.679 1.953
H 0.234 0.735 0.915
H 1.270 0.679 2.339
H 1.818 -0.428 -0.389
H 2.974 -0.038 0.862
H 2.158 -1.571 0.865
C -1.806 -0.284 -1.770
N -2.092 0.864 -1.119
O -0.679 -0.641 -2.026
H -2.688 -0.891 -2.020
H -3.000 1.288 -1.063
H -1.310 1.384 -0.742

# 3
Formula: C3H7N3
Source: the Open Molecules 2025 dataset
Level of theory: ωB97M-V with the def2-TZVPD basis set

Summary:
SMILES = N/N=C\[C@@H]1CN1
energy above the lowest of the compared OMol25 structures with the same formula, charge and spin = 3.4138 eV
max |F| = 0.0819 hartree/bohr
charge = 0
spin multiplicity = 1

Atoms and positions in Å:
C -0.669 1.132 -0.016
C 0.512 0.361 0.541
C 1.735 0.199 -0.299
H -1.138 -1.110 0.049
H -2.844 -1.253 -0.316
H -0.751 2.248 -0.310
H 0.790 0.402 1.522
H 1.786 0.833 -1.207
H 2.742 -0.018 0.157
H 0.965 -1.812 0.294
N -1.997 -0.679 0.042
N -1.842 0.581 -0.209
N 0.711 -0.882 -0.250

# 4
Formula: C23H26Br2N4NdO9
Source: the Open Molecules 2025 dataset
Level of theory: ωB97M-V with the def2-TZVPD basis set

Summary:
energy above the lowest of the compared OMol25 structures with the same formula, charge and spin = 0.8056 eV
max |F| = 0.0684 hartree/bohr
charge = -1
spin multiplicity = 4

Atoms and positions in Å:
Nd -0.384 0.539 0.478
O 0.650 2.682 1.515
C -0.010 3.914 1.244
C -0.279 3.927 -0.244
N -1.285 2.912 -0.677
C -1.311 2.807 -2.177
C -1.330 1.329 -2.589
O -1.797 1.025 -3.682
O -0.832 0.456 -1.720
C -2.635 3.260 -0.209
C -3.101 2.388 1.038
O -4.050 2.850 1.577
O -2.412 1.308 1.332
H 0.708 2.518 2.510
H 0.625 4.762 1.543
H -0.916 3.967 1.803
H 0.676 3.772 -0.716
H -0.681 4.941 -0.474
H -0.491 3.386 -2.629
H -2.293 3.200 -2.546
H -3.440 3.089 -0.915
H -2.671 4.377 -0.016
C 0.574 -3.331 3.423
C 0.548 -1.914 2.932
N 0.686 -1.584 1.662
O 1.135 -2.604 0.885
C 0.533 -0.794 3.878
C 0.489 -0.954 5.441
N 0.501 0.360 3.262
O 0.455 1.487 3.824
H 1.531 -3.473 3.974
H 0.494 -3.982 2.519
H -0.295 -3.511 4.050
H 1.584 -2.042 0.186
H 1.070 -1.806 5.741
H -0.563 -1.199 5.759
H 0.816 0.027 5.833
C -1.978 -4.227 -2.104
C -2.183 -3.537 -0.815
C -2.373 -4.252 0.393
C -2.630 -3.537 1.569
C -2.602 -2.152 1.414
Br -3.000 -1.190 3.030
N -2.075 -1.459 0.374
C -2.066 -2.135 -0.770
H -1.179 -5.006 -2.131
H -1.709 -3.430 -2.883
H -2.897 -4.731 -2.441
H -2.319 -5.331 0.405
H -2.736 -4.099 2.515
H -1.924 -1.567 -1.694
Br 3.772 3.775 -4.661
C 3.747 1.971 -4.157
C 4.261 0.969 -4.933
C 4.359 -0.345 -4.365
C 3.814 -0.654 -3.124
C 3.173 0.379 -2.408
C 3.136 1.690 -2.894
C 2.492 0.048 -1.140
O 2.550 -1.129 -0.688
O 1.852 1.018 -0.523
H 4.669 1.104 -5.943
H 4.812 -1.211 -4.930
H 3.873 -1.628 -2.627
H 2.863 2.580 -2.283

# 5
Formula: C6H9N3O2S
Source: the Open Molecules 2025 dataset
Level of theory: ωB97M-V with the def2-TZVPD basis set

Summary:
SMILES = NNc1ccccc1S(N)(=O)=O
energy above the lowest of the compared OMol25 structures with the same formula, charge and spin = 5.2815 eV
max |F| = 0.0912 hartree/bohr
charge = 0
spin multiplicity = 1

Atoms and positions in Å:
C 0.753 -0.059 0.519
C 1.089 0.280 1.933
C -0.096 0.964 2.622
C -1.320 1.175 2.024
C -1.652 0.639 0.825
C -0.562 0.138 0.139
H 3.064 0.255 -1.599
H 1.625 1.024 -1.893
H 2.309 -1.070 -0.082
H 2.027 -0.048 2.594
H 0.008 0.981 3.743
H -2.204 1.807 2.522
H -2.736 0.693 0.609
H -1.531 -2.525 -2.418
H 0.400 -2.124 -2.339
N 2.188 0.682 -1.063
N 1.576 -0.613 -0.535
N -0.681 -2.005 -1.983
O -2.591 -0.169 -1.499
O -0.515 0.337 -2.583
S -1.150 -0.362 -1.533

# 6
Formula: C19H34N2O3
Source: the Open Molecules 2025 dataset
Level of theory: ωB97M-V with the def2-TZVPD basis set

Summary:
SMILES = COC(=O)[C@@H](NC(=O)N(C1CCCCC1)C1CCCCC1)C(C)C
max |F| = 0.0136 hartree/bohr
charge = 0
spin multiplicity = 1
E_tot = -1079.6724 hartree

Atoms and positions in Å:
C -2.231 -3.028 1.863
H -1.618 -3.515 1.102
H -3.247 -3.426 1.809
H -1.810 -3.180 2.853
O -2.238 -1.626 1.641
C -2.715 -1.241 0.443
O -3.330 -1.959 -0.297
C -2.609 0.287 0.316
N -1.219 0.684 0.386
C -0.256 -0.200 0.006
O -0.586 -1.311 -0.390
N 1.047 0.194 0.103
C 1.497 1.578 0.189
C 0.855 2.511 -0.844
C 1.541 3.875 -0.794
C 1.446 4.471 0.608
C 2.085 3.537 1.633
C 1.409 2.168 1.605
H 0.373 2.281 1.932
H 1.899 1.488 2.305
H 2.003 3.968 2.632
H 3.147 3.423 1.405
H 1.945 5.441 0.632
H 0.396 4.631 0.865
H 1.073 4.547 -1.516
H 2.592 3.768 -1.070
H -0.209 2.645 -0.655
H 0.963 2.070 -1.837
H 2.564 1.551 -0.061
C 2.080 -0.830 -0.091
C 1.906 -2.011 0.865
C 3.066 -2.987 0.697
C 3.135 -3.484 -0.744
C 3.295 -2.311 -1.705
C 2.143 -1.324 -1.538
H 1.198 -1.808 -1.782
H 2.277 -0.471 -2.209
H 3.321 -2.673 -2.735
H 4.243 -1.804 -1.505
H 2.214 -4.019 -0.982
H 3.970 -4.178 -0.860
H 2.936 -3.831 1.377
H 4.006 -2.491 0.956
H 0.968 -2.517 0.642
H 1.860 -1.644 1.893
H 3.036 -0.353 0.154
H -0.991 1.517 0.895
H -3.120 0.693 1.199
C -3.319 0.795 -0.954
C -3.548 2.303 -0.873
H -2.599 2.836 -0.847
H -4.101 2.644 -1.745
H -4.117 2.565 0.017
C -2.542 0.429 -2.214
H -2.364 -0.641 -2.238
H -1.583 0.942 -2.240
H -3.109 0.712 -3.098
H -4.288 0.288 -0.988

# 7
Formula: C20H18F2N3O3
Source: the Open Molecules 2025 dataset
Level of theory: ωB97M-V with the def2-TZVPD basis set

Summary:
SMILES = O=C(O)c1cn(-c2ccc(F)cc2)c2cc([NH+]3CCNCC3)c(F)cc2c1=O
energy above the lowest of the compared OMol25 structures with the same formula, charge and spin = 0.0047 eV
max |F| = 0.0185 hartree/bohr
charge = +1
spin multiplicity = 1

Atoms and positions in Å:
O 3.867 3.746 3.148
C 3.807 3.718 1.948
O 4.567 4.449 1.161
H 4.382 4.290 0.205
C 2.819 2.803 1.257
C 1.994 2.069 2.046
N 1.062 1.204 1.581
C 0.942 0.993 0.232
C 0.060 0.026 -0.279
C -0.042 -0.165 -1.640
C 0.737 0.600 -2.514
C 1.626 1.531 -2.039
C 1.743 1.731 -0.664
C 2.738 2.715 -0.184
O 3.417 3.372 -0.965
H 2.243 2.114 -2.706
F 0.584 0.373 -3.832
N -0.934 -1.157 -2.218
H -0.914 -1.066 -3.251
C -0.507 -2.558 -1.978
C -1.459 -3.478 -2.775
N -2.242 -2.622 -3.648
H -2.713 -3.151 -4.370
C -3.184 -1.821 -2.883
C -2.364 -1.000 -1.864
H -2.515 -1.358 -0.844
H -2.625 0.058 -1.905
H -3.931 -2.427 -2.351
H -3.710 -1.163 -3.577
H -2.087 -4.061 -2.085
H -0.887 -4.177 -3.383
H -0.541 -2.764 -0.908
H 0.524 -2.661 -2.321
H -0.525 -0.568 0.404
C 0.221 0.547 2.529
C -1.154 0.750 2.494
C -1.964 0.139 3.432
C -1.379 -0.664 4.400
C -0.009 -0.862 4.457
C 0.794 -0.248 3.514
H 1.864 -0.384 3.541
H 0.412 -1.481 5.232
F -2.163 -1.265 5.298
H -3.032 0.288 3.435
H -1.584 1.402 1.748
H 2.062 2.183 3.120

# 8
Formula: C8H13P
Source: the Open Molecules 2025 dataset
Level of theory: ωB97M-V with the def2-TZVPD basis set

Summary:
energy above the lowest of the compared OMol25 structures with the same formula, charge and spin = 0.5104 eV
max |F| = 0.0320 hartree/bohr
charge = 0
spin multiplicity = 1

Atoms and positions in Å:
C 0.634 2.094 0.604
C -0.621 1.474 1.251
C 1.150 -0.095 1.333
C 1.448 0.847 0.163
C -0.363 -0.037 1.140
C 0.641 0.264 -0.933
C -0.502 -0.431 -0.328
C -1.226 -2.571 -2.085
P -0.157 -2.365 -0.584
H 0.398 2.741 -0.239
H 1.211 2.674 1.322
H -0.707 1.765 2.297
H -1.540 1.761 0.742
H 1.564 -1.090 1.194
H 1.461 0.318 2.289
H 2.491 1.067 -0.055
H -0.960 -0.649 1.813
H 0.854 0.342 -1.981
H -1.478 -0.228 -0.773
H -2.247 -2.240 -1.898
H -1.237 -3.627 -2.346
H -0.814 -2.014 -2.924